{
  "formula": "CH16N2O5",
  "method": "ωB97M-V with the def2-TZVPD basis set",
  "gap_ev": 9.10,
  "smiles": "NCN.O.O.O.O.O",
  "e_above_lowest_kcal_mol": 36.8,
  "max_force_ev_per_a": 1.29,
  "species": ["N", "C", "N", "H", "H", "H", "H", "H", "H", "O", "H", "H", "O", "H", "H", "O", "H", "H", "O", "H", "H", "O", "H", "H"],
  "coordinates": [[2.5136, -2.4272, -1.1751], [1.2159, -2.5896, -1.7836], [0.5169, -1.3360, -2.0420], [2.7337, -3.0979, -0.4627], [2.7294, -1.5048, -0.8250], [1.3251, -3.1600, -2.7096], [0.5640, -3.2248, -1.1714], [1.0495, -0.6285, -1.5545], [0.3772, -1.1145, -3.0120], [-2.3733, 1.0148, -2.2647], [-1.8716, 0.3106, -1.8437], [-2.7568, 0.6385, -3.0602], [3.3497, 3.9354, 0.9233], [2.7142, 3.2281, 1.0521], [2.9687, 4.7470, 1.2620], [-0.8748, -0.3711, 4.9498], [-0.1698, 0.0250, 4.4183], [-1.3967, -0.7483, 4.2276], [2.1232, 1.2477, -0.4224], [2.7874, 1.2838, -1.1133], [1.5386, 1.9746, -0.5562], [-6.1997, 0.9015, 2.1735], [-6.3184, 0.8395, 3.1232], [-6.5460, 0.0564, 1.8664]]
}

---

{
  "formula": "CH16NO6",
  "method": "ωB97M-V with the def2-TZVPD basis set",
  "charge": 1,
  "gap_ev": 10.58,
  "e_above_lowest_kcal_mol": 28.7,
  "max_force_ev_per_a": 1.96,
  "species": ["C", "N", "H", "H", "H", "H", "H", "H", "O", "H", "H", "O", "H", "H", "O", "H", "H", "O", "H", "H", "O", "H", "H", "O"],
  "coordinates": [[-0.9927, 2.7908, -0.2460], [-0.2355, 1.7998, -0.0842], [-1.6340, 3.2415, 0.5059], [-0.9725, 3.3961, -1.1499], [0.4282, 1.4509, -0.7708], [-0.4707, 1.1926, 0.7165], [-2.3411, -0.6956, 1.2497], [-2.2784, -0.0827, -0.1017], [-1.9342, 0.0502, 0.7934], [0.5764, -1.5889, -1.4362], [-0.1089, -2.3321, -2.6396], [-0.2679, -1.7607, -1.8830], [2.2210, -0.1461, 2.8394], [2.8703, -1.0136, 1.8824], [2.7146, -0.0685, 2.0144], [-2.3773, 0.6853, -2.4846], [-1.2062, -0.2970, -1.8766], [-1.5869, 0.5941, -1.9542], [0.5481, -2.2670, 2.6567], [0.2455, -2.1950, 1.1716], [0.6676, -1.7014, 1.8831], [1.9802, 0.0631, 0.2889], [2.4870, -0.7723, -0.8250], [1.6675, -0.3435, -0.5502]]
}

---

{
  "formula": "CH16O7",
  "method": "ωB97M-V with the def2-TZVPD basis set",
  "gap_ev": 10.77,
  "smiles": "CO.O.O.O.O.O.O",
  "e_above_lowest_kcal_mol": 8.7,
  "max_force_ev_per_a": 2.26,
  "species": ["C", "O", "H", "H", "H", "H", "O", "H", "H", "O", "H", "H", "O", "H", "H", "O", "H", "H", "O", "H", "H", "O", "H", "H"],
  "coordinates": [[1.6340, -2.2558, -0.0180], [1.0152, -0.9654, -0.0017], [2.6936, -2.0906, 0.1522], [1.2274, -2.8845, 0.7746], [1.4619, -2.6960, -0.9980], [-0.0016, -1.0792, -0.4440], [-0.6823, 1.3692, -2.4616], [-0.8801, 0.6017, -1.8840], [-0.6090, 0.9914, -3.3403], [-1.2269, -0.8716, -0.8738], [-1.6826, -0.4722, 0.0323], [-1.2758, -1.5844, -1.5058], [1.5608, 1.6196, 0.5121], [1.8441, 1.9150, -0.3802], [1.2071, 0.7139, 0.2986], [-2.1387, 0.2646, 1.0687], [-1.4187, 0.0884, 1.7125], [-1.9345, 1.1687, 0.7132], [0.0544, -0.4374, 2.4624], [0.6361, -0.7704, 1.7304], [0.6206, 0.1309, 2.9942], [-1.0277, 2.5413, 0.0179], [-0.1110, 2.3963, 0.3477], [-0.9661, 2.3064, -0.9095]]
}

---

{
  "formula": "CH17NO6",
  "method": "ωB97M-V with the def2-TZVPD basis set",
  "gap_ev": 9.77,
  "smiles": "CN.O.O.O.O.O.O",
  "e_above_lowest_kcal_mol": 46.2,
  "max_force_ev_per_a": 4.74,
  "species": ["C", "N", "H", "H", "H", "H", "H", "O", "H", "H", "O", "H", "H", "O", "H", "H", "O", "H", "H", "O", "H", "H", "O", "H", "H"],
  "coordinates": [[4.2351, 2.2756, 1.3174], [3.2061, 1.1283, 1.6726], [3.8520, 2.8327, 0.4592], [5.1544, 1.8030, 1.0033], [4.3487, 2.8086, 2.3330], [2.9843, 0.3951, 0.9868], [3.5029, 0.6733, 2.5810], [3.5079, -1.2605, 3.7657], [3.5295, -1.4593, 4.6805], [2.6243, -0.9999, 3.4391], [-1.0087, 0.7463, -2.7481], [-1.9148, 0.5300, -2.4697], [-1.1446, 0.4872, -3.5944], [-3.5120, -0.0940, -3.6262], [-4.2370, 0.5815, -3.7339], [-3.8393, -0.7131, -2.9304], [-2.3531, -1.3290, -0.3043], [-2.2246, -0.8516, 0.4899], [-1.8881, -0.8550, -1.1346], [0.6100, 1.1383, 2.5730], [-0.2691, 1.1416, 2.1143], [1.4080, 0.9743, 1.9894], [-3.8554, -2.1943, -2.3806], [-3.0835, -2.7215, -2.6283], [-3.7661, -2.2332, -1.4335]]
}